[1]
{
  "formula": "C5H8NPS",
  "method": "ωB97M-V with the def2-TZVPD basis set",
  "lumo_energy_ev": -0.194,
  "smiles": "Cc1ccsc1.N#[PH2]",
  "orbital_gap_ev": 8.03,
  "de_lowest_kcal_mol": 92.0,
  "species": ["C", "C", "C", "C", "C", "N", "P", "S", "H", "H", "H", "H", "H", "H", "H", "H"],
  "positions_angstrom": [[0.4269, 0.4514, 1.3732], [1.7995, 0.3405, 1.2519], [-0.2760, -0.4703, 0.5324], [0.6324, -1.0770, -0.4201], [-1.7835, -0.8042, 0.5250], [-0.2085, 2.3360, -0.9062], [0.0661, 1.0412, -1.5639], [2.2468, -0.6190, -0.0557], [-0.0694, 1.2462, 1.9058], [2.4727, 0.8951, 1.7368], [-2.2821, -0.3065, 1.4699], [-2.3046, -0.4658, -0.4075], [-1.7964, -1.9398, 0.3120], [0.4277, -1.8581, -1.0632], [-0.6789, 0.4193, -2.5945], [1.3274, 0.8109, -2.0960]],
  "forces_ev_per_a": [[0.022, -1.006, -0.393], [-3.652, -1.154, -1.992], [0.836, -0.972, -1.330], [-0.859, 2.189, 3.705], [0.510, -0.059, -0.077], [-0.727, 1.133, 0.916], [0.775, 0.629, -2.281], [0.281, -0.973, 0.049], [-0.008, -0.226, 0.472], [2.550, 2.060, 1.698], [0.744, -1.694, -1.944], [0.511, 0.449, 0.816], [-0.522, 1.558, 1.425], [-0.383, -1.385, -1.284], [-0.573, -0.412, 0.406], [0.495, -0.139, -0.185]]
}


[2]
{
  "formula": "C33H58F11IO15P2S",
  "method": "ωB97M-V with the def2-TZVPD basis set",
  "lumo_energy_ev": -1.593,
  "smiles": "CP(C)c1c(I)c(P(=O)(O)O)c2c(c1S(=O)(=O)C(F)(F)C(F)(F)C(F)(F)F)C(=O)C=C(C(F)(F)C(F)F)C2=O.CCO.CCO.CCO.CCO.CCO.CCO.CCO.CCO",
  "orbital_gap_ev": 6.00,
  "species": ["C", "P", "C", "C", "C", "I", "C", "P", "O", "O", "O", "C", "C", "C", "S", "O", "O", "C", "F", "F", "C", "F", "F", "C", "F", "F", "F", "C", "O", "C", "C", "C", "F", "F", "C", "F", "F", "C", "O", "H", "H", "H", "H", "H", "H", "H", "H", "H", "H", "C", "C", "O", "H", "H", "H", "H", "H", "H", "C", "C", "O", "H", "H", "H", "H", "H", "H", "C", "C", "O", "H", "H", "H", "H", "H", "H", "C", "C", "O", "H", "H", "H", "H", "H", "H", "C", "C", "O", "H", "H", "H", "H", "H", "H", "C", "C", "O", "H", "H", "H", "H", "H", "H", "C", "C", "O", "H", "H", "H", "H", "H", "H", "C", "C", "O", "H", "H", "H", "H", "H", "H"],
  "positions_angstrom": [[1.6099, 3.7045, 1.9083], [1.9899, 4.2332, 0.1566], [1.5850, 6.0247, -0.1746], [1.2839, 3.0727, -1.1276], [-0.1996, 2.9785, -1.2232], [-1.3862, 4.1722, 0.1416], [-0.8559, 2.0879, -2.2310], [-2.6958, 2.1158, -2.2977], [-3.3638, 1.7686, -0.9852], [-3.4112, 1.2351, -3.4835], [-3.1322, 3.7050, -2.6123], [0.0396, 1.2996, -3.0482], [1.5115, 1.3767, -2.9683], [2.1552, 2.2766, -2.0316], [3.9614, 2.4585, -1.9601], [4.2087, 3.9048, -1.9468], [4.6896, 1.9422, -3.1139], [4.7876, 1.7990, -0.4138], [6.0608, 1.4291, -0.7318], [4.9338, 2.8786, 0.4321], [3.9988, 0.7189, 0.4120], [4.7333, 0.5177, 1.5714], [2.7583, 1.1099, 0.8250], [3.8464, -0.7050, -0.2563], [2.6708, -0.7762, -0.9402], [4.9074, -1.1164, -0.9690], [3.7095, -1.6121, 0.7826], [2.2764, 0.4553, -3.9972], [3.2125, -0.2349, -3.7368], [1.5830, 0.4641, -5.4096], [0.2352, 0.4181, -5.4913], [-0.5281, 0.4781, -6.8473], [0.3725, 0.5568, -7.8964], [-1.4437, -0.5279, -7.0030], [-1.3290, 1.8625, -6.8675], [-0.7596, 2.7638, -5.9499], [-1.2581, 2.4872, -8.0905], [-0.5217, 0.3228, -4.1150], [-1.3666, -0.5129, -3.9616], [0.9116, 4.4163, 2.4272], [2.5753, 3.6555, 2.4658], [1.1235, 2.6940, 1.9576], [1.1810, 6.2252, -1.2028], [2.5008, 6.6458, -0.0042], [0.8385, 6.3660, 0.6003], [-3.5509, 0.3414, -3.0828], [-3.3015, 3.7127, -3.5800], [2.2284, 0.5480, -6.3174], [-2.3904, 1.7373, -6.5300], [-6.1444, -1.6429, 0.2703], [-5.8071, -0.7727, -0.9251], [-4.7933, -1.3990, -1.7095], [-5.2562, -1.8126, 0.8829], [-6.9148, -1.1763, 0.8877], [-6.5013, -2.6249, -0.0538], [-5.4297, 0.1976, -0.6008], [-6.6882, -0.6085, -1.5507], [-5.1333, -2.2520, -2.0022], [4.6833, -4.5332, 3.5167], [3.5950, -3.5918, 3.9956], [3.9131, -2.2468, 3.6538], [5.6444, -4.2636, 3.9605], [4.4503, -5.5668, 3.7801], [4.8023, -4.4666, 2.4319], [3.4935, -3.6451, 5.0803], [2.6310, -3.8508, 3.5452], [3.9922, -2.2018, 2.6937], [5.6544, -9.1274, 3.6406], [4.6529, -9.1127, 2.5017], [4.5482, -7.8046, 1.9467], [5.3570, -8.4256, 4.4217], [5.7363, -10.1244, 4.0768], [6.6425, -8.8149, 3.2898], [3.6644, -9.4035, 2.8589], [4.9529, -9.8078, 1.7105], [5.4215, -7.5549, 1.6236], [-10.2344, 2.1537, -1.4243], [-8.8534, 1.8859, -1.9916], [-8.6521, 0.4860, -2.1723], [-10.3617, 1.6412, -0.4645], [-10.3946, 3.2246, -1.2761], [-11.0088, 1.7724, -2.0975], [-8.0833, 2.2480, -1.3090], [-8.7239, 2.3878, -2.9566], [-9.3282, 0.1712, -2.7831], [7.4689, 1.9469, -5.9398], [7.6812, 0.7334, -5.0548], [8.0402, 1.1405, -3.7407], [8.3762, 2.5532, -5.9812], [7.1978, 1.6484, -6.9552], [6.6765, 2.5837, -5.5376], [8.4864, 0.1109, -5.4476], [6.7714, 0.1261, -4.9999], [7.3177, 1.6825, -3.3987], [7.4820, -7.6884, 7.7728], [7.2709, -9.1880, 7.8576], [7.0854, -9.7392, 6.5575], [6.6264, -7.2082, 7.2937], [7.6182, -7.2557, 8.7661], [8.3609, -7.4554, 7.1655], [6.3814, -9.4157, 8.4459], [8.1307, -9.6759, 8.3281], [7.8772, -9.5444, 6.0431], [-11.4155, 2.9141, 3.0967], [-11.8622, 1.7964, 2.1739], [-10.7643, 1.3199, 1.4004], [-10.9922, 3.7393, 2.5206], [-12.2523, 3.2903, 3.6887], [-10.6340, 2.5647, 3.7768], [-12.6263, 2.1542, 1.4827], [-12.2782, 0.9617, 2.7469], [-10.0941, 0.9951, 2.0137], [-4.2749, 6.5160, 3.2029], [-2.8000, 6.1750, 3.2853], [-2.1727, 6.3646, 2.0172], [-4.7705, 5.8924, 2.4560], [-4.7646, 6.3673, 4.1671], [-4.4148, 7.5558, 2.8951], [-2.6647, 5.1313, 3.5714], [-2.2954, 6.8041, 4.0249], [-2.2851, 7.2901, 1.7703]],
  "forces_ev_per_a": [[-1.112, -0.005, 0.383], [2.464, -0.379, -0.134], [-0.918, 0.503, 0.669], [-2.160, -0.448, -0.614], [0.956, -1.244, -1.465], [0.843, -0.600, -0.866], [2.771, 0.455, 0.517], [-3.890, 0.391, 2.902], [2.052, 0.178, -2.080], [1.548, 0.868, 0.891], [0.984, -2.594, -1.565], [0.391, 0.670, 0.525], [-0.632, 0.494, 0.478], [-3.137, -0.860, 0.624], [2.118, 4.599, -3.453], [-0.945, -1.596, 1.092], [-1.316, -1.562, 1.367], [0.567, 1.081, 1.858], [-1.807, -0.181, 0.037], [-0.393, -1.329, -1.002], [0.842, -0.989, 1.407], [-0.566, 0.308, -1.453], [1.211, 0.039, -0.925], [-0.748, -1.508, 1.002], [1.685, 0.232, 0.215], [-1.315, 0.863, 0.313], [0.100, 0.980, -1.221], [-1.656, 0.648, -0.544], [-0.152, 0.140, -0.038], [-0.184, 0.304, 0.153], [0.804, -0.307, 0.515], [0.266, 1.730, 0.683], [-1.037, -0.854, 1.046], [1.182, 0.719, -0.206], [-0.243, 0.859, 0.249], [-0.364, -1.009, -0.836], [-0.190, -0.975, 1.221], [1.168, 0.217, -1.320], [0.004, 0.507, 0.489], [0.611, -0.562, -0.482], [-0.731, 0.079, -0.552], [0.446, 0.903, -0.177], [0.366, -0.343, 0.990], [-0.593, -0.803, -0.355], [0.494, -0.269, -0.945], [-0.137, 0.374, -0.308], [-0.010, 0.544, 0.515], [-0.526, -0.336, 0.960], [0.838, -0.064, -0.584], [0.059, 0.011, 0.106], [-0.359, -0.241, 0.056], [0.469, 0.188, -0.315], [-0.031, 0.092, -0.007], [-0.015, -0.059, -0.022], [-0.116, 0.059, 0.007], [0.189, -0.090, -0.144], [-0.010, 0.099, 0.172], [0.054, 0.114, 0.004], [0.061, -0.118, 0.121], [0.182, 0.066, -0.420], [-0.040, 0.117, 0.165], [-0.078, 0.012, 0.065], [0.031, -0.005, -0.124], [-0.107, -0.093, 0.007], [-0.008, 0.159, -0.046], [-0.023, -0.168, 0.115], [0.006, 0.026, 0.241], [-0.070, -0.066, 0.051], [0.462, 0.173, -0.049], [-0.220, 0.060, -0.050], [-0.042, -0.107, 0.001], [0.055, 0.069, 0.053], [0.003, -0.100, -0.044], [-0.017, 0.144, -0.107], [-0.073, -0.158, 0.094], [-0.112, -0.005, 0.039], [-0.012, -0.140, 0.131], [-0.440, -0.028, -0.204], [0.148, -0.095, -0.013], [0.121, 0.295, -0.469], [-0.042, -0.018, -0.028], [0.038, 0.136, -0.112], [0.065, -0.175, -0.062], [0.089, 0.141, 0.068], [0.056, 0.035, 0.102], [0.006, 0.032, -0.143], [-0.290, 0.347, 0.160], [0.167, -0.090, 0.104], [0.007, -0.097, -0.027], [-0.019, 0.054, 0.009], [-0.059, -0.095, -0.038], [0.036, 0.018, 0.185], [0.008, -0.054, -0.171], [0.026, -0.115, -0.027], [-0.057, 0.080, 0.053], [0.301, 0.177, -0.261], [-0.141, -0.141, 0.018], [-0.012, -0.051, 0.079], [0.032, 0.031, -0.050], [0.046, -0.017, 0.104], [0.001, -0.107, -0.149], [-0.057, 0.054, 0.182], [-0.106, -0.031, 0.039], [-0.032, 0.108, 0.008], [0.304, -0.027, 0.282], [-0.119, -0.154, 0.381], [-0.090, -0.030, -0.017], [0.057, -0.002, 0.027], [-0.098, -0.031, 0.056], [0.122, -0.103, -0.101], [-0.166, 0.089, 0.016], [-0.061, 0.007, -0.098], [-0.087, -0.059, -0.020], [-0.216, 0.319, -0.047], [0.120, -0.129, 0.011], [0.045, -0.045, 0.078], [-0.011, 0.045, -0.035], [0.013, 0.012, 0.119], [0.126, 0.034, -0.146], [-0.040, -0.099, 0.112], [0.022, -0.127, -0.053]]
}


[3]
{
  "formula": "C6H10S",
  "method": "ωB97M-V with the def2-TZVPD basis set",
  "lumo_energy_ev": -0.397,
  "smiles": "C=C=CC.CC=S",
  "orbital_gap_ev": 8.16,
  "de_lowest_kcal_mol": 94.1,
  "species": ["C", "C", "C", "C", "C", "C", "S", "H", "H", "H", "H", "H", "H", "H", "H", "H", "H"],
  "positions_angstrom": [[1.2279, -0.9373, 0.8172], [0.3251, -0.2362, 1.2833], [0.5045, -0.7694, -2.7280], [-0.5513, 1.2643, 2.9101], [-0.8721, -0.2864, -2.7175], [-0.6341, 0.5155, 1.6161], [-1.4301, 0.9525, -1.7192], [1.3675, -1.9549, 1.0739], [0.8282, -0.8139, -1.6114], [0.6146, -1.7022, -3.2155], [1.1454, 0.0930, -3.1830], [0.4808, 0.9823, 3.3418], [-1.1921, 0.9103, 3.6386], [-0.6716, 2.2911, 2.7525], [1.9373, -0.5460, 0.1572], [-1.4500, -0.4166, -3.5644], [-1.6298, 0.6539, 1.1481]],
  "forces_ev_per_a": [[3.216, -2.830, -1.081], [-2.820, 1.347, 0.038], [1.607, 1.953, 2.553], [3.708, -1.494, -0.160], [-0.144, 3.835, 2.143], [-2.997, 1.755, 1.644], [0.678, -2.093, -1.256], [0.008, -0.975, 0.277], [-0.278, -0.163, -2.062], [0.395, -0.811, -0.615], [-0.950, -1.729, 0.479], [-1.327, 1.086, -0.487], [-1.846, -0.644, 1.312], [-0.036, 1.656, 0.037], [1.144, 0.685, -0.889], [-1.399, -0.976, -1.580], [1.037, -0.604, -0.355]]
}